(1)
92
Properties=species:S:1:pos:R:3 method="wB97M-V/def2-TZVPD" e_above_lowest_kj_mol=20.1 total_charge=-2 max_force_ev_per_a=0.7 s2=0.767 homo_ev="-2.34 / -2.33" multiplicity=2 energy_ha=-5997.16161 homo_lumo_gap_ev="6.170 / 4.564"
Tl -0.957 -0.237 -0.769
O 0.419 0.845 1.574
C 1.472 0.262 2.090
C 1.561 -0.014 3.478
C 2.672 -0.601 4.060
C 3.779 -0.922 3.285
C 3.729 -0.653 1.926
C 2.615 -0.094 1.298
C 2.748 0.122 -0.154
N 1.818 0.150 -1.025
N 2.293 0.251 -2.302
C 1.353 0.080 -3.215
O 0.107 -0.069 -3.055
C 1.884 0.029 -4.632
C 3.243 0.096 -4.930
C 3.689 -0.117 -6.229
C 2.784 -0.400 -7.248
C 1.424 -0.431 -6.963
C 0.980 -0.215 -5.663
H 0.726 0.245 4.114
H 2.676 -0.788 5.130
H 4.659 -1.374 3.728
H 4.584 -0.910 1.304
H 3.783 0.170 -0.524
H 3.937 0.302 -4.127
H 4.751 -0.085 -6.451
H 3.138 -0.598 -8.254
H 0.710 -0.644 -7.752
H -0.074 -0.250 -5.410
S -0.526 3.151 -0.899
Sb -0.390 3.103 1.352
C -2.071 2.189 2.311
C -2.011 1.180 3.263
C -3.183 0.585 3.721
C -4.416 0.992 3.223
C -4.475 1.991 2.263
C -3.308 2.587 1.806
C -0.970 5.144 1.875
C -0.301 6.181 1.222
C -0.703 7.501 1.373
C -1.795 7.809 2.181
C -2.462 6.791 2.849
C -2.048 5.468 2.699
C 1.631 3.371 1.992
C 2.565 3.473 0.966
C 3.921 3.500 1.264
C 4.349 3.400 2.583
C 3.415 3.284 3.605
C 2.057 3.272 3.311
H -1.060 0.827 3.620
H -3.121 -0.225 4.440
H -5.327 0.501 3.546
H -5.427 2.280 1.834
H -3.363 3.345 1.030
H 0.533 5.944 0.566
H -0.180 8.293 0.845
H -2.127 8.837 2.281
H -3.318 7.020 3.476
H -2.580 4.685 3.227
H 2.228 3.506 -0.067
H 4.646 3.576 0.460
H 5.407 3.404 2.813
H 3.746 3.170 4.631
H 1.338 3.186 4.119
F -3.697 0.410 -2.126
P -5.006 -0.330 -1.517
F -5.829 0.011 -2.867
F -4.186 -0.669 -0.159
F -6.315 -1.070 -0.899
F -5.495 1.071 -0.863
F -4.511 -1.726 -2.162
C -1.504 -8.736 -1.279
C -1.053 -7.301 -1.186
C -0.560 -6.628 -2.300
C -0.058 -5.335 -2.210
C 0.426 -4.627 -3.451
C -0.036 -4.697 -0.950
Se 0.894 -3.061 -0.739
C -0.636 -5.324 0.165
C -0.770 -4.628 1.498
C -1.118 -6.620 0.025
H -1.431 -9.106 -2.303
H -2.538 -8.848 -0.945
H -0.883 -9.373 -0.645
H -0.561 -7.125 -3.266
H 0.317 -5.264 -4.331
H 1.472 -4.329 -3.350
H -0.141 -3.707 -3.610
H -0.912 -3.558 1.363
H 0.131 -4.753 2.106
H -1.620 -5.033 2.052
H -1.556 -7.114 0.888

=====

(2)
138
Properties=species:S:1:pos:R:3 method="wB97M-V/def2-TZVPD" e_above_lowest_kj_mol=256.2 total_charge=+2 max_force_ev_per_a=0.9 s2=0.779 homo_ev="-11.98 / -12.39" multiplicity=2 energy_ha=-7507.47227 homo_lumo_gap_ev="5.833 / 6.262"
W -0.429 -1.112 1.357
Cl 4.528 1.155 5.722
C 3.101 0.476 5.030
C 1.933 0.482 5.736
C 0.735 -0.034 5.184
I -1.026 0.027 6.262
C 0.744 -0.535 3.914
O -0.321 -1.042 3.278
C 1.952 -0.557 3.183
N 1.844 -1.066 1.925
C 2.941 -1.160 1.199
C 4.194 -0.720 1.655
C 4.300 -0.165 2.903
C 3.154 -0.071 3.720
H 1.916 0.896 6.734
H 2.840 -1.612 0.218
H 5.057 -0.828 1.014
H 5.252 0.194 3.273
C -2.072 0.344 -6.545
C -1.272 0.130 -5.292
C -0.275 -0.840 -5.246
C 0.479 -1.032 -4.097
C 0.224 -0.235 -2.992
C -0.762 0.743 -3.004
C -1.505 0.912 -4.155
S 1.228 -0.506 -1.568
O 0.210 -0.317 -0.423
C 2.351 0.862 -1.776
C 3.502 0.225 -2.304
C 4.255 0.810 -3.285
C 3.713 1.916 -3.955
C 4.260 2.345 -5.196
C 3.612 3.265 -5.955
C 2.371 3.790 -5.514
C 1.875 3.477 -4.288
C 2.557 2.565 -3.427
C 2.049 2.201 -2.135
C 1.256 3.182 -1.352
C 1.289 4.595 -1.700
C 2.415 5.225 -2.295
C 2.409 6.559 -2.584
C 1.267 7.348 -2.338
C 0.196 6.796 -1.702
C 0.211 5.434 -1.311
C -0.785 4.940 -0.435
C -0.578 3.750 0.187
C 0.465 2.902 -0.236
S 0.999 1.716 0.967
O -0.264 1.026 1.522
C 1.444 2.807 2.287
C 2.704 3.391 2.222
C 3.126 4.187 3.270
C 2.308 4.404 4.382
C 2.778 5.275 5.512
C 1.051 3.805 4.414
C 0.607 3.002 3.373
H -2.254 -0.596 -7.062
H -1.529 0.996 -7.231
H -3.030 0.813 -6.330
H -0.089 -1.459 -6.114
H 1.254 -1.789 -4.066
H -0.962 1.341 -2.122
H -2.290 1.658 -4.178
H 3.755 -0.767 -1.949
H 5.171 0.352 -3.634
H 5.176 1.881 -5.540
H 4.013 3.568 -6.913
H 1.811 4.449 -6.164
H 0.926 3.890 -3.979
H 3.311 4.655 -2.485
H 3.296 7.017 -3.001
H 1.265 8.394 -2.609
H -0.663 7.398 -1.435
H -1.623 5.571 -0.170
H -1.205 3.428 1.011
H 3.350 3.218 1.368
H 4.108 4.641 3.234
H 3.833 5.107 5.726
H 2.207 5.092 6.421
H 2.660 6.329 5.253
H 0.408 3.961 5.272
H -0.364 2.526 3.410
F -9.712 0.376 -0.124
C -9.207 0.514 1.114
F -9.853 -0.357 1.910
F -9.502 1.750 1.541
C -7.721 0.254 1.127
C -7.223 -0.815 0.393
C -5.870 -1.094 0.421
C -5.008 -0.292 1.176
C -5.519 0.782 1.908
C -6.877 1.048 1.888
C -3.609 -0.573 1.206
C -2.411 -0.815 1.232
H -7.894 -1.426 -0.195
H -5.472 -1.929 -0.139
H -4.848 1.396 2.493
H -7.279 1.876 2.455
C -3.532 -4.210 -0.069
Si -2.059 -3.671 -1.088
C -1.616 -4.958 -2.377
C -2.508 -2.107 -2.029
Ge -0.144 -3.372 0.406
Si 1.701 -4.831 -0.142
C 1.062 -6.575 -0.367
C 3.036 -4.842 1.168
C 2.392 -4.162 -1.758
Si -0.769 -4.044 2.769
C -0.964 -5.875 2.411
C 0.687 -3.823 3.929
C -2.378 -3.452 3.510
H -4.362 -4.427 -0.749
H -3.846 -3.411 0.606
H -3.353 -5.107 0.524
H -2.476 -5.080 -3.042
H -1.372 -5.940 -1.976
H -0.780 -4.621 -2.994
H -3.597 -2.056 -2.112
H -2.102 -2.151 -3.043
H -2.180 -1.182 -1.564
H 1.250 -7.167 0.530
H 1.598 -7.051 -1.191
H -0.003 -6.632 -0.585
H 2.647 -5.182 2.129
H 3.497 -3.865 1.315
H 3.826 -5.539 0.876
H 1.601 -3.914 -2.469
H 3.040 -4.905 -2.229
H 2.990 -3.265 -1.586
H -0.007 -6.370 2.248
H -1.620 -6.109 1.574
H -1.411 -6.304 3.314
H 0.862 -4.772 4.442
H 0.478 -3.073 4.693
H 1.612 -3.548 3.420
H -3.218 -3.883 2.962
H -2.509 -2.374 3.563
H -2.410 -3.849 4.531

=====

(3)
159
Properties=species:S:1:pos:R:3 method="wB97M-V/def2-TZVPD" max_force_ev_per_a=5.3 homo_ev=-9.48 energy_ha=-7270.98553 homo_lumo_gap_ev=7.222
C -5.081 -1.789 5.950
C -4.521 -2.430 4.859
C -3.598 -1.728 3.901
O -2.970 -2.254 2.972
C -3.551 -0.273 4.214
C -4.168 0.354 5.238
C -4.955 -0.373 6.279
O -5.549 -0.022 7.244
O -4.066 1.693 5.460
O -4.818 -3.773 4.547
H -5.807 -2.313 6.555
H -2.861 0.351 3.666
H -4.338 1.802 6.374
H -4.402 -4.007 3.714
C -3.686 -2.203 -0.841
C -4.767 -2.304 0.017
C -5.647 -3.506 0.218
O -6.468 -3.586 1.097
C -5.264 -4.638 -0.679
C -4.185 -4.495 -1.568
C -3.307 -3.281 -1.729
O -2.386 -3.219 -2.540
O -3.823 -5.524 -2.330
O -5.013 -1.251 0.775
H -3.090 -1.304 -0.868
H -5.867 -5.524 -0.809
H -3.078 -5.240 -2.865
H -5.557 -1.568 1.499
C 0.017 1.083 0.727
C -0.672 -0.037 1.062
C -0.142 -1.440 0.846
O -0.709 -2.458 1.067
C 1.150 -1.367 0.302
C 1.905 -0.231 0.157
C 1.402 1.075 0.298
O 1.956 2.153 -0.086
O 3.158 -0.306 -0.402
O -1.965 0.038 1.531
H -0.489 2.027 0.863
H 1.575 -2.314 0.003
H 3.425 0.601 -0.573
H -2.367 -0.804 1.755
C 4.470 -2.715 -5.973
C 5.600 -3.404 -5.926
C 6.540 -3.546 -4.791
O 7.445 -4.365 -4.746
C 6.201 -2.548 -3.694
C 5.022 -1.819 -3.742
C 4.027 -1.930 -4.844
O 2.911 -1.301 -4.877
O 4.736 -0.883 -2.807
O 5.894 -4.213 -6.995
H 3.945 -2.769 -6.915
H 6.787 -2.497 -2.789
H 3.832 -0.602 -2.966
H 6.752 -4.582 -6.772
C -6.255 3.485 2.128
C -6.389 4.449 3.093
C -5.220 5.327 3.610
O -5.358 6.229 4.473
C -3.953 4.858 2.944
C -3.912 3.879 1.979
C -5.053 3.041 1.499
O -4.942 2.215 0.580
O -2.764 3.603 1.263
O -7.633 4.737 3.587
H -7.114 2.943 1.761
H -3.026 5.390 3.098
H -2.979 2.881 0.669
H -7.722 5.232 4.404
C 8.570 2.590 -1.628
C 7.223 2.783 -1.363
C 6.240 1.685 -1.109
O 5.049 1.962 -1.049
C 6.885 0.373 -0.970
C 8.247 0.176 -1.165
C 9.238 1.281 -1.531
O 10.495 1.175 -1.604
O 8.781 -1.069 -0.920
O 6.703 4.031 -1.470
H 9.167 3.479 -1.770
H 6.286 -0.486 -0.705
H 9.710 -1.077 -1.162
H 5.792 4.032 -1.166
C 0.802 -6.770 -3.837
C 2.126 -6.706 -4.175
C 3.116 -5.643 -3.645
O 4.304 -5.625 -3.879
C 2.456 -4.761 -2.681
C 1.155 -4.876 -2.353
C 0.174 -5.816 -3.013
O -1.008 -5.891 -2.849
O 0.602 -4.160 -1.401
O 2.633 -7.559 -5.045
H 0.181 -7.552 -4.249
H 3.080 -4.065 -2.140
H -0.228 -4.596 -1.195
H 3.574 -7.400 -5.146
C -3.534 0.104 -3.614
C -3.578 0.879 -2.538
C -2.382 1.626 -2.122
O -2.449 2.436 -1.217
C -1.132 1.461 -2.863
C -1.109 0.665 -3.986
C -2.344 -0.144 -4.471
O -2.460 -0.897 -5.467
O -0.043 0.740 -4.822
O -4.746 0.982 -1.799
H -4.518 -0.309 -3.779
H -0.266 2.078 -2.672
H -0.313 0.221 -5.583
H -4.512 1.086 -0.874
C 4.418 6.683 1.381
C 4.833 7.741 0.682
C 4.714 7.873 -0.760
O 4.965 8.845 -1.452
C 4.194 6.600 -1.451
C 3.861 5.543 -0.716
C 3.891 5.428 0.741
O 3.557 4.417 1.417
O 3.497 4.397 -1.310
O 5.226 8.895 1.262
H 4.418 6.691 2.461
H 4.030 6.609 -2.519
H 3.465 3.836 -0.532
H 5.293 9.621 0.638
C 0.819 4.396 3.625
C 1.118 5.692 3.941
C 0.233 6.496 4.872
O 0.423 7.687 5.248
C -0.886 5.691 5.401
C -1.161 4.399 5.005
C -0.239 3.639 4.063
O -0.420 2.518 3.586
O -2.275 3.828 5.404
O 2.311 6.289 3.511
H 1.344 3.833 2.868
H -1.581 6.238 6.020
H -2.171 2.894 5.208
H 2.250 7.235 3.665
C -1.912 -7.344 0.068
C -1.991 -6.149 0.652
C -3.173 -5.871 1.554
O -3.168 -4.808 2.175
C -4.104 -6.965 1.805
C -3.914 -8.122 1.167
C -2.773 -8.482 0.248
O -2.509 -9.562 -0.258
O -4.656 -9.223 1.375
O -1.064 -5.199 0.488
H -1.150 -7.518 -0.677
H -4.788 -6.735 2.609
H -4.256 -9.934 0.868
H -1.246 -4.542 1.164
C -0.858 5.739 -0.271
Cl -0.005 6.845 -1.272
Cl -2.384 5.574 -1.166
Cl -1.033 6.363 1.375
H -0.369 4.765 -0.287